(1)
Here is one molecule with the formula C7H10 from the OMol25 dataset. Energies are from ωB97M-V/def2-TZVPD.

```
17
Properties=species:S:1:pos:R:3
C 1.0249 1.6473 0.3802
C 1.0788 0.2907 -0.2999
C 0.5141 -1.0162 0.3192
C -0.1367 -1.0819 1.6912
C -0.1597 -0.3301 -0.7962
C -1.3442 -0.1466 -1.4778
C -2.4794 0.3239 -1.8738
H 1.8351 1.7548 1.1116
H 1.1286 2.4495 -0.3589
H 0.0734 1.8009 0.8973
H 1.9992 0.1151 -0.8616
H 1.1392 -1.8820 0.0887
H -0.8003 -1.9507 1.7612
H 0.6190 -1.1718 2.4818
H -0.7393 -0.1916 1.8944
H -0.8896 -1.0543 -2.0781
H -2.9378 0.0656 -2.8270
```

The HOMO-LUMO gap (alpha / beta) is 0.2812 / 0.2625 hartree. The LUMO energy (alpha / beta) comes out at 0.03 / -0.14 eV.

***

(2)
Here is a 13-piece molecular cluster, C29H84N4O13 overall from the OMol25 dataset. Energies are from ωB97M-V/def2-TZVPD.

```
130
Properties=species:S:1:pos:R:3
C -14.5692 6.3418 -22.5081
O -15.3685 5.7730 -21.5273
H -14.4111 5.5584 -23.2650
H -13.5910 6.5828 -22.0936
H -15.0599 7.2023 -23.0095
H -15.8533 6.5195 -21.1890
C -20.5803 5.3117 -24.4013
O -19.7358 4.5186 -23.5399
H -20.7940 4.6199 -25.2643
H -20.1186 6.2863 -24.6147
H -21.5571 5.4648 -23.9857
H -20.3157 3.9721 -23.0915
C -15.8818 -0.4201 -23.7084
O -15.7899 -0.3663 -25.1061
H -15.9495 -1.5562 -23.5141
H -16.8352 -0.0324 -23.3345
H -14.9992 -0.0169 -23.1390
H -15.7249 0.6000 -25.2574
C -16.3439 3.3412 -23.6557
O -16.6969 2.6892 -24.8334
N -17.1549 4.1149 -22.9436
N -15.1302 3.1656 -23.1454
H -18.0963 4.2981 -23.2694
H -16.7006 4.6936 -22.2190
H -14.3523 2.9241 -23.8372
H -14.9069 3.7885 -22.3514
C -14.1369 2.4981 -26.6959
O -13.5229 2.6251 -25.3684
N -13.4073 2.5110 -27.7530
N -15.4244 2.4927 -27.0266
H -12.4423 2.1567 -27.5668
H -13.7261 2.2392 -28.7148
H -16.1722 2.6165 -26.2198
H -15.7398 2.0436 -27.8793
C -20.8491 -0.1621 -25.6471
C -20.5624 0.8824 -24.5368
C -19.1271 1.3135 -24.5379
O -21.2652 1.9241 -24.6537
H -20.8507 0.2376 -26.7085
H -21.7869 -0.5600 -25.5122
H -20.0907 -0.8329 -25.5928
H -20.7745 0.3684 -23.6224
H -18.4779 0.4539 -24.7711
H -18.9219 1.7774 -23.5918
H -19.0912 2.1122 -25.3508
H -21.3671 2.4348 -23.8206
C -13.5694 1.2530 -20.8116
C -12.2846 0.4382 -20.6782
C -11.0473 1.1680 -20.9775
O -12.2030 -0.1658 -19.5881
H -13.5659 1.5807 -21.9105
H -13.3246 2.1586 -20.2762
H -14.4662 0.7250 -20.5418
H -12.4567 -0.2904 -21.4691
H -11.1436 1.9086 -21.7334
H -10.1729 0.5197 -21.2261
H -10.6752 1.6870 -20.1274
H -11.4373 0.1153 -19.1101
C -17.2032 6.4705 -25.6818
C -17.2004 5.4895 -26.8493
C -18.3662 4.4558 -26.6083
O -17.5034 5.9100 -28.0117
H -18.2060 6.6922 -25.3459
H -16.6914 7.3748 -26.0315
H -16.7126 6.0108 -24.8322
H -16.2451 4.9552 -26.8571
H -18.4377 4.0693 -25.5700
H -18.1853 3.4357 -26.9639
H -19.3980 4.8031 -26.6627
H -16.7239 6.2769 -28.3918
C -10.2142 4.2403 -25.1070
C -10.8152 3.5792 -23.8696
C -11.9837 4.3004 -23.1830
O -11.1896 2.4527 -24.2292
H -9.4226 3.6938 -25.6292
H -9.9113 5.2788 -25.0421
H -10.9452 4.2267 -25.9313
H -10.1607 3.3890 -23.0247
H -12.0838 3.7664 -22.2910
H -12.9555 4.3454 -23.7456
H -11.7618 5.2994 -22.8249
H -11.9293 2.5268 -24.8756
C -16.5766 3.1113 -19.7034
C -17.5926 2.2297 -20.2267
C -18.9618 2.8427 -20.0713
O -17.4566 1.8541 -21.4076
H -16.6782 4.1355 -20.1461
H -15.5771 2.7197 -19.8254
H -16.6799 3.2140 -18.5888
H -17.4512 1.3744 -19.5635
H -19.8869 2.2615 -19.8088
H -19.2447 3.4948 -20.9176
H -18.9365 3.7186 -19.3797
H -17.2028 2.6597 -21.9116
C -14.5965 5.3740 -17.9136
C -13.4409 4.4304 -18.2013
C -12.6561 4.8746 -19.4676
O -12.6866 4.0074 -17.2994
H -15.4019 4.7236 -17.6278
H -14.8672 5.8511 -18.7737
H -14.2062 6.1771 -17.2183
H -13.9664 3.4860 -18.3982
H -12.0357 5.6966 -19.2545
H -13.3242 5.1348 -20.2689
H -11.8820 4.1261 -19.7721
H -13.1890 3.7865 -16.5260
C -18.4534 6.8988 -21.6427
C -17.6554 7.8350 -20.7241
C -17.4617 7.2427 -19.3286
O -16.5007 8.1299 -21.1962
H -18.2060 6.9415 -22.6968
H -19.4268 7.3022 -21.7678
H -18.5283 5.9034 -21.2102
H -18.2264 8.7094 -20.6367
H -18.4707 6.9553 -19.0429
H -17.0961 8.0788 -18.6935
H -16.8282 6.3425 -19.2595
H -16.4986 8.3437 -22.1613
C -18.0721 0.4684 -27.5042
C -17.7696 0.5267 -28.9786
C -18.9092 0.7739 -29.8692
O -16.8729 1.3313 -29.3690
H -17.2095 0.6269 -26.8534
H -18.6935 -0.4269 -27.2750
H -18.6712 1.2950 -27.3244
H -17.2979 -0.4470 -29.1059
H -18.7311 0.7973 -30.8878
H -19.3306 1.7431 -29.5930
H -19.6289 0.0153 -29.7418
H -17.3976 2.1267 -29.4197
```

The HOMO-LUMO gap is 0.3308 hartree. The LUMO energy comes out at 0.15 eV.

***

(3)
Here is one molecule with the formula C2H4N3OP from the OMol25 dataset. Energies are from ωB97M-V/def2-TZVPD.

```
11
Properties=species:S:1:pos:R:3
O 0.4103 0.2217 2.4802
P -1.0062 0.4145 1.5438
C -0.2525 -0.0624 0.0016
C 0.6129 -1.1599 -0.5041
N 0.7016 -0.9907 -1.7790
N -0.1709 -0.0740 -2.1055
N -0.6546 0.5989 -1.0467
H 0.2218 0.8759 3.1825
H -0.8341 1.8627 1.2652
H 1.2775 -1.9441 -0.0286
H -0.3056 0.2573 -3.0093
```

The HOMO-LUMO gap is 0.3583 hartree. As for the SMILES: OPc1cn[nH]n1. The LUMO energy comes out at 0.65 eV.

***

(4)
Here is a 3-piece molecular cluster, C5H13NO2 overall from the OMol25 dataset. Energies are from ωB97M-V/def2-TZVPD.

```
21
Properties=species:S:1:pos:R:3
N 1.3018 1.2092 0.9304
C 0.2185 0.5537 1.4768
C -1.0214 0.3965 0.9353
C -1.4099 0.7800 -0.4082
C -0.7464 0.4811 -1.5481
C 0.4093 0.3413 2.9587
H 2.1637 1.0302 1.3441
H 1.4170 1.2255 -0.0428
H -1.7776 -0.1088 1.5054
H -2.3863 1.2942 -0.5462
H -1.3106 0.6392 -2.5049
H 0.1747 -0.0422 -1.7567
H 1.0968 -0.4113 3.3336
H -0.6330 -0.0617 3.2896
H 0.4156 1.1543 3.7136
H -2.2787 -3.0432 -1.5729
H -1.2101 -1.9101 -1.9570
O -1.3866 -2.6809 -1.4122
H 2.6551 -0.9288 -2.8734
H 1.7006 0.0695 -2.2599
O 2.6074 0.0124 -2.6052
```

The HOMO-LUMO gap (alpha / beta) is 0.3734 / 0.2638 hartree. As for the multiplicity: 2. The LUMO energy (alpha / beta) comes out at -4.24 / -7.53 eV. As for the charge: +1.

***

Let's list ΔE to the lowest compared entry with this formula, charge and spin in order: 617.0, 1273.0, 64.2, 157.0 kJ/mol.
Let's list electronic energy in order: -272.48299, -2352.02749, -659.42440, -403.18402 Ha.